This record from OMol25 describes 9 unconnected molecules or ions with the total composition C14H44BF4O12 in a non-equilibrium geometry. The level of theory is the ωB97M-V functional and the def2-TZVPD basis.

Multiplicity   1
Strongest force on any atom   4.354 eV Å⁻¹
Kohn-Sham gap   9.852 eV
Energy above the lowest of the compared OMol25 structures with the same formula, charge and spin   406.23 kJ/mol
Lowest unoccupied orbital energy   2.11 eV
Charge   -1
M   491.298 g mol⁻¹

The geometry in XYZ format:
```
75
Properties=species:S:1:pos:R:3:forces:R:3
H -4.083 -3.288 0.979 0.134 0.192 0.563
H -1.123 5.909 4.434 0.352 0.084 -0.360
O 2.136 -5.467 0.130 -0.510 0.204 -0.717
H -0.412 6.839 6.674 0.893 -0.998 -0.012
H 2.098 -4.722 0.735 0.021 0.013 0.231
H 3.068 1.031 -6.238 -0.227 -0.411 0.222
H -4.935 1.082 -3.866 0.278 -0.647 0.353
H -2.846 -0.699 -4.004 0.126 -0.075 0.194
H -6.825 -4.593 0.061 -0.392 -0.633 -0.315
H 5.418 3.262 -5.196 0.418 0.283 0.067
C -4.985 -3.890 0.875 1.653 2.335 -1.651
F 1.623 0.836 1.301 3.622 -0.731 2.302
H 0.417 -2.006 5.910 -0.284 -0.320 -0.161
H -6.378 -0.967 -4.319 0.237 0.217 0.020
F 0.305 2.467 0.757 -0.747 3.259 -0.405
H 4.719 -5.111 -1.369 0.126 -0.338 -0.007
C 1.793 -4.941 -1.156 1.809 0.856 -0.708
H -6.120 -0.972 -6.098 -0.685 -0.563 0.057
H 2.572 4.116 -4.359 -0.481 -0.113 -0.098
H 3.045 3.965 1.394 -0.359 -0.296 0.030
H -5.552 -2.355 -5.029 -0.591 -0.220 -0.426
H -0.204 4.714 5.401 0.194 -0.270 -0.388
H 1.991 3.396 -5.928 -0.129 -0.047 0.206
C 2.847 3.623 -5.292 -0.027 -0.860 0.474
H 3.969 -1.218 6.138 -0.068 0.367 0.122
H 1.386 -5.714 -1.808 0.473 -0.433 0.209
O 4.119 -5.199 -2.113 -0.287 0.652 0.336
H 1.726 -0.290 6.124 -0.213 0.532 0.199
H -6.242 -2.412 1.672 -0.608 0.228 -0.220
C 3.092 -1.864 6.135 -1.058 0.242 1.660
O -3.639 -1.228 -4.118 1.541 -2.186 1.333
H -1.946 3.730 4.482 -0.219 -0.231 -0.051
H 7.244 0.129 0.415 0.154 0.020 -0.150
C 1.847 -1.163 6.766 2.103 1.038 0.157
H -4.702 -4.009 -1.145 0.081 0.586 0.422
H 4.610 0.515 -5.578 0.250 0.381 0.036
O -1.410 5.277 7.701 1.552 0.526 0.591
H 2.710 -3.883 -2.803 0.186 0.180 -0.094
C 4.041 1.388 -5.898 -0.890 0.081 -1.670
O 0.684 -1.883 6.823 -0.919 -1.126 -0.452
H -6.224 -2.389 -0.165 0.368 0.303 0.201
H 2.981 -1.447 4.316 -0.224 -0.101 -0.578
B 0.407 1.136 0.831 0.396 -0.904 -0.511
C -4.378 -0.697 -5.132 0.143 3.234 1.059
H -5.081 1.236 -5.547 0.070 0.428 -0.328
C -1.160 5.222 5.279 2.443 2.843 0.702
O 2.736 -2.218 4.833 0.323 -0.394 -0.542
O 6.579 0.001 1.091 0.129 -0.186 0.169
H -5.055 -4.559 1.732 -0.225 -0.296 -0.514
C 3.747 2.421 -4.876 0.206 1.104 0.899
H -3.466 1.253 -4.874 0.079 0.029 0.148
O -7.267 -3.985 0.659 0.082 1.440 0.189
O 4.897 3.138 -4.399 0.843 -0.845 -0.015
H 0.999 -4.193 -1.155 -0.019 0.281 0.537
C -4.444 0.778 -4.791 -0.930 1.366 -1.339
H 4.002 4.406 0.306 -0.015 -0.059 -0.212
O -2.196 4.369 5.154 -1.852 -1.363 0.256
H 5.876 0.606 0.854 -0.321 0.160 -0.004
H -2.034 6.817 6.620 -0.717 -0.053 -0.996
F -0.531 0.644 1.695 -1.640 -0.861 0.500
H -2.123 4.637 7.638 -0.095 0.250 -0.820
C -1.210 6.109 6.532 -2.522 -0.827 1.031
C -6.193 -2.986 0.747 -0.588 -2.207 0.913
H 3.463 1.801 -4.026 -0.866 0.754 0.381
H 4.375 1.846 -6.829 0.828 -0.066 -0.081
H 2.021 -0.871 7.802 0.440 0.311 -0.053
H -3.879 -0.701 -6.101 0.000 -0.769 -0.349
O 3.813 4.515 1.238 0.286 0.262 0.161
H 3.477 4.371 -5.772 0.075 -0.262 -0.395
H 3.366 -2.710 6.766 -0.132 -0.527 -0.423
O -4.803 -4.569 -0.372 -0.474 -1.916 0.386
F 0.475 0.572 -0.430 -1.515 -0.705 -1.837
C -5.725 -1.284 -5.131 -0.274 -0.838 -0.670
C 3.076 -4.255 -1.847 -1.824 -1.378 0.201
H 3.423 -3.421 -1.237 0.013 0.012 0.032
```
Positions in Å, forces in eV/Å.

Löwdin atomic charge list, values in e, 8 entries:
1. H 0.12
2. H 0.12
3. O -0.07
4. H 0.12
5. H 0.08
6. H 0.08
7. H 0.09
8. H 0.10

***

This record from OMol25 describes 9 unconnected molecules or ions with the total composition C14H44F6O8P in a non-equilibrium geometry. The level of theory is the ωB97M-V functional and the def2-TZVPD basis.

Multiplicity   1
Strongest force on any atom   1.585 eV Å⁻¹
Kohn-Sham gap   9.521 eV
Energy above the lowest of the compared OMol25 structures with the same formula, charge and spin   91.96 kJ/mol
Lowest unoccupied orbital energy   2.53 eV
Charge   -1
M   485.460 g mol⁻¹

The geometry in XYZ format:
```
73
Properties=species:S:1:pos:R:3:forces:R:3
H -3.327 -1.416 3.967 0.492 0.140 0.273
H -4.121 -3.094 2.375 0.014 0.098 -0.398
F 0.357 -0.215 -1.379 0.384 -0.075 0.312
H 1.884 -3.439 0.481 0.098 0.652 -0.028
F 1.014 1.681 -0.265 -0.049 0.071 0.086
C 1.545 -3.420 -0.558 -0.158 -1.309 0.880
H 1.585 -1.757 2.503 -0.145 0.012 0.098
H -3.334 -0.745 2.371 -0.053 -0.131 -0.137
C 0.038 -1.501 -4.341 0.853 -0.490 0.355
H 0.239 -1.542 -6.454 0.124 0.104 -0.119
F 0.808 -0.281 0.916 0.555 0.559 -0.071
O -1.452 -1.167 3.047 0.259 -0.041 0.760
H 2.212 1.978 -1.697 0.047 -0.239 -0.477
H -2.472 -3.112 1.570 -0.391 0.390 -0.337
H 4.340 0.679 -0.852 -0.134 -0.067 -0.169
C 4.164 -0.115 -0.122 -0.256 0.265 0.159
C 1.364 -3.204 -5.701 0.098 0.834 -0.236
H -5.276 3.874 -2.045 -0.024 0.309 -0.007
C -2.423 3.432 3.436 0.429 0.428 -0.062
O -1.491 2.839 5.602 0.281 0.225 0.217
H 1.768 1.320 -3.001 0.013 -0.077 0.107
C -2.814 -1.480 2.998 -0.666 0.118 -0.836
P -0.164 0.592 -0.067 -0.024 -1.258 -0.244
F -0.715 1.466 1.181 -0.168 -0.449 0.043
C -3.053 -2.886 2.465 0.403 -0.636 0.533
H -1.231 -0.469 2.422 -0.176 -0.165 0.000
H 2.514 -0.976 -6.315 -0.032 -0.051 0.004
H -4.265 4.873 -0.974 -0.038 0.044 0.017
C -3.986 2.745 -0.837 -0.135 0.445 0.705
H 2.031 -3.028 3.229 0.023 0.116 -0.042
H 6.286 -0.050 0.181 0.042 -0.026 0.412
C -0.803 4.920 4.686 -0.337 -0.308 -0.287
C 5.492 -0.797 0.185 -0.201 -0.200 0.036
H -0.019 -0.435 -4.137 -0.494 0.001 -0.180
H 3.378 -0.769 -0.501 0.392 -0.331 -0.289
H -0.526 5.209 5.698 0.284 0.391 -0.203
F -1.235 -0.611 0.218 -0.548 0.993 -0.409
H -1.568 3.189 2.804 -0.047 -0.065 -0.044
H -3.200 2.763 -1.594 -0.030 -0.095 -0.069
H -1.092 5.742 4.029 -0.117 0.300 0.433
O 1.974 -0.866 -5.526 -0.093 0.022 0.060
O 3.780 -3.233 -1.440 0.570 -0.111 -0.111
C 0.862 -1.763 -5.577 -0.068 -0.024 -0.238
O 1.400 -2.303 3.279 0.211 -0.157 -0.048
O 2.521 1.758 -2.593 0.087 0.282 0.152
H -2.642 2.221 0.483 -0.062 0.138 0.039
C -1.940 3.936 4.799 -0.958 -1.037 -0.509
C -4.872 3.970 -1.031 0.076 -0.381 -0.776
H -2.996 4.223 2.947 0.004 -0.116 -0.125
H -0.918 -2.015 -4.428 -0.181 0.303 0.152
F -1.154 1.389 -1.053 -0.310 0.148 0.263
H 5.413 -1.316 1.141 0.149 0.240 0.144
H 0.551 -3.907 -5.869 0.019 -0.092 0.142
H -2.257 2.298 5.812 0.044 -0.120 -0.095
H 2.021 -3.203 -6.576 0.032 -0.391 0.000
H 2.663 0.488 0.942 0.190 0.113 0.206
H -3.049 2.542 3.499 -0.058 0.049 0.166
H 3.664 -2.543 -2.100 -0.136 0.047 0.086
H -5.732 4.074 -0.371 0.186 -0.275 0.314
H -2.843 4.344 5.281 0.370 0.457 0.182
H 0.679 -4.091 -0.497 -0.146 0.194 -0.404
H 2.960 -5.035 -1.037 -0.135 0.172 0.298
O -3.409 2.811 0.462 0.059 -0.155 -0.113
O 3.621 0.467 1.074 0.251 -0.081 -0.095
H -2.684 -3.643 3.169 0.025 0.259 0.244
H -4.560 1.819 -0.940 -0.040 -0.002 -0.120
C 2.629 -4.056 -1.397 -0.274 0.233 -0.858
H 0.581 -1.920 -3.488 -0.184 -0.020 0.092
H 5.804 -1.570 -0.521 -0.377 0.126 -0.310
H 2.260 -4.244 -2.419 0.039 0.069 0.079
H 0.025 4.452 4.151 0.125 -0.201 0.363
H 1.234 -2.431 -0.882 0.103 0.039 0.017
H 1.957 -3.448 -4.820 -0.084 -0.211 0.016
```
Positions in Å, forces in eV/Å.

Löwdin atomic charge list, values in e, 8 entries:
1. H 0.10
2. H 0.06
3. F -0.16
4. H 0.07
5. F -0.15
6. C -0.07
7. H 0.01
8. H 0.11

***

Question: Kohn-Sham gap of number 1 (C14H44BF4O12)?
Answer: 9.852 eV

***

Question: What is the strongest force on any atom in the first record?
Answer: 4.354 eV Å⁻¹

***

Question: What is the multiplicity in the first record?
Answer: 1